No. 1
Here is C12H21GeN4S2SbSe5Tc as an isolated structure from OMol25. Energies are from ωB97M-V/def2-TZVPD.

```
47
C12H21GeN4S2SbSe5Tc | OMol25 | ωB97M-V/def2-TZVPD
Tc 0.158 0.150 0.067
N 0.177 4.521 -0.648
C -0.020 3.235 -0.388
S 1.342 2.172 -0.593
N -1.197 2.800 -0.028
N -1.318 1.499 0.214
C -2.480 1.032 0.586
C -2.548 -0.355 0.896
C -3.700 -0.968 1.406
C -3.661 -2.303 1.742
C -2.477 -3.009 1.529
C -1.384 -2.352 1.005
N -1.393 -1.050 0.697
H 1.096 4.864 -0.877
H -0.586 5.165 -0.535
H -3.338 1.682 0.692
H -4.590 -0.377 1.560
H -4.523 -2.790 2.173
H -2.398 -4.050 1.795
H -0.451 -2.885 0.848
Se 2.913 1.127 2.557
Sb 4.267 0.229 0.276
Se 1.961 -1.277 -0.358
Se 0.800 0.469 2.351
Se 5.667 -1.424 1.229
C -2.418 4.282 -2.581
Ge -1.580 2.884 -3.721
C 0.372 3.061 -4.040
C -2.522 2.862 -5.452
C -1.999 1.053 -2.927
Se -0.469 -0.045 -2.465
C -1.328 -1.779 -2.563
H -1.864 5.212 -2.670
H -2.487 4.008 -1.533
H -3.422 4.459 -2.958
H 0.621 4.101 -4.235
H 0.625 2.485 -4.928
H 0.990 2.700 -3.222
H -2.439 3.840 -5.914
H -3.578 2.649 -5.308
H -2.109 2.125 -6.135
H -2.493 0.482 -3.716
H -2.676 1.108 -2.071
H -1.623 -1.956 -3.595
H -2.209 -1.792 -1.921
H -0.617 -2.544 -2.254
S 2.488 -1.982 -2.195
```

* E_LUMO (alpha / beta): -5.567 / -5.566 eV
* energy relative to the best compared isomer or geometry (same formula, charge and spin): 54.8 kcal/mol
* charge: +1
* total energy: -15890.1958 Ha
* gap between HOMO and LUMO (alpha / beta): 4.982 / 4.984 eV

---

No. 2
Here is the molecule C4H7NOS from OMol25. Energies are from ωB97M-V/def2-TZVPD.

```
14
C4H7NOS | OMol25 | ωB97M-V/def2-TZVPD
C -1.859 0.224 0.677
C 0.482 -0.953 0.454
C 1.321 0.334 0.174
C 0.953 0.634 -1.244
H -1.394 1.151 0.392
H -1.961 -0.431 -0.280
H -2.800 0.422 1.207
H 1.125 -1.877 0.610
H 2.487 0.285 0.040
H 1.338 1.226 0.979
H 1.234 1.380 -1.963
N 0.182 -0.219 -1.833
O -0.177 -1.238 -0.887
S -0.931 -0.936 1.674
```

* E_LUMO: 0.775 eV
* energy relative to the best compared isomer or geometry (same formula, charge and spin): 77.5 kcal/mol
* total energy: -684.6836 Ha
* gap between HOMO and LUMO: 9.661 eV

---

No. 3
Here is C10H20Br2ClNiO4S2 as an isolated structure from OMol25. Energies are from ωB97M-V/def2-TZVPD.

```
40
C10H20Br2ClNiO4S2 | OMol25 | ωB97M-V/def2-TZVPD
Ni -3.451 -3.563 0.708
Cl -0.827 -2.392 -2.603
C 4.798 -2.920 2.579
C 5.059 -4.421 2.186
C 3.781 -5.197 2.106
S 2.732 -4.561 3.467
O 2.736 -5.456 4.647
O 1.495 -4.055 2.934
C 3.807 -3.054 3.694
H 4.460 -2.400 1.684
H 5.687 -2.445 2.994
H 5.632 -4.862 3.001
H 5.655 -4.554 1.283
H 3.908 -6.276 2.020
H 3.179 -4.823 1.277
H 4.197 -3.240 4.695
H 3.139 -2.231 3.950
C -1.279 3.757 1.218
C -2.401 4.446 0.499
C -3.797 3.921 1.070
S -3.442 2.716 2.404
O -3.315 1.425 1.776
O -4.182 2.978 3.609
C -1.734 3.437 2.669
H -0.395 4.395 1.196
H -1.154 2.856 0.617
H -2.346 4.218 -0.565
H -2.183 5.514 0.486
H -4.659 3.560 0.508
H -4.107 4.788 1.655
H -1.218 2.628 3.186
H -1.782 4.394 3.187
Br -1.170 2.975 -9.049
C -1.809 1.868 -7.529
C -2.586 0.749 -8.175
Br -4.293 1.404 -9.031
H -2.446 2.613 -7.053
H -0.963 1.581 -6.903
H -2.762 -0.053 -7.458
H -1.965 0.280 -8.939
```

* E_LUMO (alpha / beta): -7.279 / -7.359 eV
* energy relative to the best compared isomer or geometry (same formula, charge and spin): 165.0 kcal/mol
* charge: +1
* multiplicity: 3
* ⟨S²⟩: 2.0035
* total energy: -8606.3696 Ha
* gap between HOMO and LUMO (alpha / beta): 4.119 / 4.039 eV

---

No. 4
Here is H12Na6O10S as an isolated structure from OMol25. Energies are from ωB97M-V/def2-TZVPD.

```
29
H12Na6O10S | OMol25 | ωB97M-V/def2-TZVPD
Na -2.956 1.705 -2.796
Na -2.362 -2.159 -1.519
Na -2.810 2.355 0.860
Na 1.096 1.104 -3.875
Na 1.960 2.183 0.295
Na 0.931 -1.693 -2.442
S -0.442 0.341 -0.613
O 0.543 0.621 -1.631
O -0.577 -1.102 -0.353
O 0.016 0.993 0.620
O -1.760 0.831 -0.984
O 3.413 0.638 -0.866
H 4.227 1.139 -0.803
H 3.294 0.491 -1.804
O -0.003 -2.664 1.443
H 0.651 -2.140 1.906
H -0.356 -2.073 0.778
O -0.821 2.489 2.589
H -0.418 2.116 3.373
H -0.460 1.976 1.867
O 0.696 -0.480 2.707
H -0.115 -0.469 3.215
H 0.509 0.067 1.944
O 2.587 -2.063 -0.653
H 2.544 -1.110 -0.571
H 3.349 -2.221 -1.211
O -4.189 -0.571 -0.759
H -4.977 -0.406 -0.242
H -3.570 0.101 -0.474
```

* E_LUMO: -14.531 eV
* energy relative to the best compared isomer or geometry (same formula, charge and spin): 11.6 kcal/mol
* charge: +4
* total energy: -2130.3627 Ha
* gap between HOMO and LUMO: 5.134 eV